(1)
C19H27ClN6O2 | ωB97M-V/def2-TZVPD

```
55
Properties=species:S:1:pos:R:3
C 1.482 -5.597 -1.034
C 1.440 -4.180 -1.503
C 0.562 -3.579 -2.428
C 0.991 -2.276 -2.524
N 2.054 -2.154 -1.698
C 2.792 -0.941 -1.382
C 4.290 -1.191 -1.328
C 2.293 -0.252 -0.103
O 2.993 0.570 0.463
N 1.037 -0.553 0.293
C 0.481 0.003 1.519
C -0.846 -0.698 1.843
N -0.845 -2.139 1.688
C -0.235 -2.940 2.590
O 0.384 -2.514 3.546
C -0.421 -4.424 2.322
N -1.207 -4.735 1.281
C -1.442 -6.016 1.011
C -2.339 -6.328 -0.148
N -0.953 -7.041 1.713
C -0.167 -6.739 2.738
C 0.146 -5.432 3.094
Cl 1.193 -5.193 4.437
C 0.284 1.525 1.418
C 0.771 2.304 2.639
C 0.050 1.899 3.922
C 0.634 3.803 2.394
N 2.332 -3.303 -1.063
H 0.632 -6.164 -1.411
H 2.392 -6.091 -1.376
H 1.473 -5.647 0.055
H -0.249 -4.046 -2.960
H 0.642 -1.440 -3.107
H 2.576 -0.238 -2.193
H 4.812 -0.258 -1.135
H 4.535 -1.893 -0.534
H 4.634 -1.607 -2.275
H 0.612 -1.385 -0.083
H 1.183 -0.205 2.333
H -1.095 -0.468 2.881
H -1.647 -0.297 1.221
H -1.360 -2.589 0.949
H -2.095 -7.302 -0.565
H -3.379 -6.351 0.185
H -2.246 -5.565 -0.918
H 0.241 -7.565 3.309
H 0.828 1.892 0.547
H -0.774 1.759 1.233
H 1.836 2.077 2.759
H -1.031 2.041 3.826
H 0.235 0.854 4.182
H 0.391 2.503 4.764
H -0.415 4.085 2.261
H 1.028 4.375 3.236
H 1.180 4.108 1.500
```

Calculated total energy (eV): -45700.913
Net charge: 0
Energy above the lowest of the compared OMol25 structures with the same formula, charge and spin (kJ/mol): 35.6
Maximum force (eV/Å): 0.33
SMILES: Cc1ccn([C@H](C)C(=O)N[C@H](CNC(=O)c2nc(C)ncc2Cl)CC(C)C)n1

Results of the natural (NBO) charge analysis, in e, for atoms 1 through 2: number 1, C, carries -0.636; number 2, C, carries 0.135


(2)
C41H31BF5N13O5S2Ti | ωB97M-V/def2-TZVPD

```
99
Properties=species:S:1:pos:R:3
Ti -1.198 -0.409 -0.497
C -4.978 -0.712 -2.610
C -3.777 -1.224 -2.132
N -3.140 -0.303 -1.407
N -3.921 0.801 -1.396
C -5.026 0.580 -2.128
B -3.401 2.139 -0.787
N -2.989 1.868 0.685
C -3.423 2.409 1.827
C -2.726 1.838 2.879
C -1.857 0.945 2.276
N -2.004 0.973 0.941
N -2.109 2.468 -1.564
C -1.738 3.587 -2.205
C -0.636 3.298 -2.982
C -0.383 1.955 -2.747
N -1.255 1.443 -1.871
N -4.504 3.166 -0.847
C -5.729 3.025 -0.257
C -6.501 4.087 -0.633
C -5.659 4.845 -1.476
N -4.470 4.289 -1.604
H -5.704 -1.206 -3.233
H -3.346 -2.198 -2.279
H -5.774 1.345 -2.259
H -4.191 3.165 1.826
H -2.838 2.045 3.929
H -1.128 0.301 2.734
H -2.316 4.488 -2.094
H -0.094 3.962 -3.633
H 0.362 1.341 -3.220
H -5.957 2.178 0.373
H -7.518 4.295 -0.347
H -5.878 5.766 -1.994
C 7.272 -2.044 1.511
O 6.060 -2.706 1.180
C 5.732 -2.811 -0.125
C 6.556 -2.416 -1.175
C 6.117 -2.564 -2.483
C 4.850 -3.055 -2.757
C 4.046 -3.497 -1.696
C 4.487 -3.382 -0.399
N 4.504 -3.099 -4.141
N 3.328 -3.102 -4.538
C 2.208 -2.783 -3.731
C 1.116 -3.609 -3.796
C -0.037 -3.381 -3.021
C -0.110 -2.278 -2.229
O -1.166 -1.950 -1.444
C 0.958 -1.368 -2.216
N 0.760 -0.265 -1.436
C 1.749 0.598 -1.307
C 2.948 0.465 -2.011
C 3.127 -0.598 -2.857
C 2.130 -1.589 -2.951
H 7.292 -1.982 2.594
H 7.299 -1.038 1.088
H 8.139 -2.611 1.167
H 7.539 -2.009 -0.983
H 6.748 -2.273 -3.313
H 3.088 -3.957 -1.890
H 3.874 -3.715 0.428
H 1.183 -4.489 -4.423
H -0.860 -4.084 -3.042
H 1.583 1.452 -0.666
H 3.715 1.216 -1.888
H 4.026 -0.669 -3.453
F 4.129 5.740 5.088
C 3.469 4.851 4.374
C 3.512 4.912 2.985
F 4.219 5.866 2.391
C 2.823 3.981 2.246
F 2.882 4.056 0.925
C 2.070 2.955 2.857
S 1.237 1.796 1.944
C 2.052 2.930 4.270
F 1.365 1.992 4.904
C 2.738 3.856 5.017
F 2.715 3.813 6.345
C 1.045 -2.010 2.902
S 1.062 -1.862 1.151
O 2.307 -1.280 0.753
O 0.721 -3.125 0.555
O -0.132 -0.871 0.945
H 1.811 -2.727 3.187
H 0.055 -2.345 3.212
H 1.270 -1.023 3.309
N -6.607 -0.656 3.383
C -5.704 -1.213 2.942
C -4.551 -1.877 2.392
C -4.120 -3.117 2.854
C -2.993 -3.668 2.275
C -2.329 -2.967 1.281
N -2.740 -1.771 0.844
C -3.839 -1.253 1.382
H -4.666 -3.630 3.633
H -2.623 -4.635 2.587
H -1.440 -3.368 0.815
H -4.189 -0.307 0.988
```

Calculated total energy (eV): -131675.931
2S+1: 2
Net charge: +1
Energy above the lowest of the compared OMol25 structures with the same formula, charge and spin (kJ/mol): 19.4
Maximum force (eV/Å): 1.90

Results of the Löwdin charge analysis, in e, for atoms 1 through 2: number 1, Ti, carries 1.147; number 2, C, carries -0.013


(3)
C6H9FO | ωB97M-V/def2-TZVPD

```
17
Properties=species:S:1:pos:R:3
C 0.273 0.093 2.632
O -0.444 -0.504 1.567
C -1.212 0.388 0.912
C -1.126 0.587 -0.411
C -0.129 -0.057 -1.332
C -0.577 -0.765 -2.569
C 1.180 -0.095 -1.099
F 1.759 0.420 -0.013
H 0.975 0.837 2.285
H -0.424 0.557 3.306
H 0.772 -0.721 3.117
H -1.961 0.965 1.463
H -1.846 1.292 -0.892
H -1.234 -0.154 -3.187
H 0.340 -0.990 -3.197
H -1.169 -1.705 -2.426
H 1.807 -0.730 -1.692
```

Calculated total energy (eV): -11130.909
Net charge: 0
Energy above the lowest of the compared OMol25 structures with the same formula, charge and spin (kJ/mol): 116.0
Maximum force (eV/Å): 1.59
SMILES: CO/C=C\C(C)=C/F

Results of the natural (NBO) charge analysis, in e, for atoms 1 through 2: number 1, C, carries -0.243; number 2, O, carries -0.517


- Which value of energy above the lowest of the compared OMol25 structures with the same formula, charge and spin does entry 1 give?
  35.6 kJ/mol


- energy above the lowest of the compared OMol25 structures with the same formula, charge and spin of number 1 (C19H27ClN6O2)?
  35.6 kJ/mol